a) {
  "formula": "C18H35BaF5NO8Te",
  "method": "ωB97M-V/def2-TZVPD",
  "symbols": ["Ba", "Te", "F", "F", "F", "F", "F", "O", "O", "O", "O", "O", "O", "O", "O", "N", "C", "C", "C", "C", "C", "C", "C", "C", "C", "C", "C", "C", "C", "C", "C", "C", "C", "C", "H", "H", "H", "H", "H", "H", "H", "H", "H", "H", "H", "H", "H", "H", "H", "H", "H", "H", "H", "H", "H", "H", "H", "H", "H", "H", "H", "H", "H", "H", "H", "H", "H", "H", "H"],
  "positions_angstrom": [[0.06, -0.56, 0.42], [-1.32, -2.53, 2.97], [-0.55, -4.09, 2.26], [-2.85, -3.54, 3.08], [-1.01, -3.06, 4.71], [-2.38, -1.09, 3.49], [-1.96, -2.14, 1.19], [1.93, 1.40, 1.37], [-0.81, 1.63, 1.97], [-1.17, -1.06, -2.14], [1.35, -2.81, 0.03], [1.64, -0.62, -2.15], [-2.15, 1.03, -0.45], [0.91, 2.00, -1.24], [0.16, -1.54, 2.80], [1.42, -5.04, -0.14], [2.58, 2.34, 0.52], [1.47, 1.85, 2.64], [2.94, -6.55, 1.13], [1.62, 2.96, -0.47], [2.18, -6.29, -0.17], [0.09, 2.50, 2.61], [4.40, -4.55, 0.52], [-2.56, 0.93, -1.80], [0.96, -1.44, -3.10], [2.27, 0.54, -2.66], [1.40, 1.78, -2.56], [2.01, -3.84, -0.17], [-2.33, 2.29, 0.19], [-2.50, -0.54, -2.17], [-2.13, 2.10, 1.68], [3.49, -3.78, -0.47], [3.66, -5.30, 1.63], [-0.46, -1.00, -3.37], [-0.92, -1.68, -4.10], [2.17, 2.57, 3.07], [0.47, -5.05, 0.19], [1.47, -7.10, -0.38], [-0.50, 0.01, -3.79], [0.52, 1.68, -3.20], [3.36, 1.79, 0.00], [1.44, 0.96, 3.27], [-0.22, 2.69, 3.64], [2.94, -4.62, 2.11], [-2.95, -0.70, -3.15], [-1.91, 1.54, -2.44], [0.86, 3.54, 0.07], [3.18, 0.68, -2.08], [-1.62, 3.02, -0.21], [5.09, -3.83, 0.98], [2.16, 3.66, -1.12], [-3.07, -1.11, -1.44], [4.37, -5.58, 2.41], [2.56, 0.40, -3.71], [5.02, -5.25, -0.03], [-3.35, 2.65, 0.02], [0.12, 3.47, 2.09], [3.63, -4.14, -1.49], [0.94, -2.44, -2.67], [1.52, -1.47, -4.04], [2.25, -6.91, 1.90], [2.86, -6.25, -1.02], [3.05, 3.13, 1.12], [-2.33, 3.02, 2.22], [1.96, 2.65, -2.91], [3.66, -7.34, 0.94], [-3.59, 1.28, -1.91], [-2.82, 1.34, 2.05], [3.74, -2.72, -0.48]],
  "orbital_gap_ha": 0.374,
  "total_charge": 1
}

b) {
  "formula": "C18H35BaF5NO8Te",
  "method": "ωB97M-V/def2-TZVPD",
  "symbols": ["Ba", "Te", "F", "F", "F", "F", "F", "O", "O", "O", "O", "O", "O", "O", "O", "N", "C", "C", "C", "C", "C", "C", "C", "C", "C", "C", "C", "C", "C", "C", "C", "C", "C", "C", "H", "H", "H", "H", "H", "H", "H", "H", "H", "H", "H", "H", "H", "H", "H", "H", "H", "H", "H", "H", "H", "H", "H", "H", "H", "H", "H", "H", "H", "H", "H", "H", "H", "H", "H"],
  "positions_angstrom": [[-0.20, -0.15, -0.93], [1.48, -3.18, -1.51], [1.47, -3.26, -3.38], [1.73, -3.62, 0.30], [-0.26, -2.67, -0.60], [3.09, -4.09, -1.63], [0.48, -4.72, -1.70], [2.05, -1.49, -1.47], [-2.21, -0.36, 1.07], [-2.79, -0.42, -1.74], [-2.18, 2.73, -1.30], [-0.42, -1.45, -3.19], [1.23, -0.15, 1.26], [-0.32, 1.52, -3.06], [-0.71, 2.13, 1.10], [1.69, -1.56, 2.94], [2.07, -0.76, 1.94], [3.64, 0.11, 4.16], [0.24, -0.59, -4.14], [-3.30, -1.10, 0.53], [-2.84, -0.84, -3.10], [-1.78, -1.88, -3.40], [4.41, -0.11, 2.85], [-3.83, -0.54, -0.78], [-2.54, 0.70, 1.96], [3.55, -0.64, 1.67], [-1.21, 3.43, 0.83], [-0.08, 2.84, -2.53], [2.62, -2.19, 3.87], [-1.46, 3.43, -2.31], [-1.28, 1.49, 2.24], [0.74, 0.80, -3.66], [3.23, -1.19, 4.85], [-2.40, 3.45, -0.10], [0.70, -1.68, 3.06], [3.40, -2.68, 3.29], [0.45, 3.41, -3.30], [4.87, 0.83, 2.55], [5.23, -0.80, 3.04], [2.09, -2.98, 4.39], [-0.51, 0.82, 2.62], [-1.36, 4.49, -2.05], [-3.33, 1.32, 1.54], [-3.27, 2.99, 0.37], [-4.14, -1.13, 1.24], [-2.02, 3.35, -3.24], [-1.86, -2.24, -4.43], [3.89, -1.63, 1.36], [4.09, -1.65, 5.32], [-2.67, 0.05, -3.73], [2.51, -0.97, 5.64], [0.47, 2.82, -1.57], [3.64, 0.00, 0.80], [-2.93, -2.12, 0.38], [2.76, 0.73, 3.96], [-3.83, -1.24, -3.34], [-1.47, 3.95, 1.76], [-4.26, 0.46, -0.63], [4.26, 0.70, 4.84], [-0.45, -0.45, -4.97], [1.61, 0.73, -2.98], [-1.92, -2.72, -2.73], [1.08, 1.32, -4.56], [-4.63, -1.17, -1.18], [-2.90, 0.28, 2.91], [-0.37, 3.98, 0.38], [1.12, -1.14, -4.48], [-1.51, 2.24, 3.02], [-2.67, 4.49, -0.32]],
  "orbital_gap_ha": 0.349,
  "total_charge": 1
}

a) takes first place; second place is 34.2 kcal/mol up.